145
Properties=species:S:1:pos:R:3:forces:R:3:mulliken_charge:R:1 method="wB97M-V/def2-TZVPD" max_force_ha_per_bohr=0.1092 total_charge=0 homo_energy_ha=-0.32035 e_tot_ha=-3764.8891
C 3.85821 1.70438 -2.94402 -0.5 0.2 -0.2 -0.469
O 2.76928 2.55106 -2.47468 0.4 -1.0 -0.2 -0.351
H 4.03638 1.73877 -4.01986 0.2 1.0 0.0 0.354
H 4.74225 1.90990 -2.34143 0.2 -0.2 -0.3 0.225
H 3.60119 0.64496 -2.91432 -0.4 0.1 0.9 0.040
H 2.89056 3.45600 -2.77168 0.2 -0.1 -0.2 0.244
C 0.76750 -1.85894 -4.81132 0.8 0.6 -0.6 -0.327
O 1.95687 -1.36673 -4.20493 0.1 -0.3 -0.3 -0.584
H 0.85051 -1.48325 -5.83218 -0.5 0.4 0.0 0.349
H 0.70711 -2.93190 -5.00210 0.2 -0.3 0.8 0.186
H -0.12136 -1.47375 -4.31060 -0.2 -0.1 -0.1 0.053
H 1.96111 -1.43460 -3.24538 -0.4 -0.4 0.3 0.032
C 4.23993 -1.10752 1.03757 -0.8 0.4 -0.4 -0.076
O 4.97686 -2.25530 1.41674 -0.4 0.4 0.0 -0.517
H 4.42296 -0.19651 1.60964 0.4 -0.1 0.3 0.375
H 4.29401 -0.85071 -0.02288 0.7 -0.1 -0.2 0.177
H 3.16486 -1.26811 1.12333 0.1 -0.6 0.5 -0.177
H 5.91099 -2.03734 1.46157 0.0 0.1 0.0 0.303
C 4.97980 -3.30727 -1.65479 0.6 0.1 0.3 -0.904
C 4.34548 -4.66997 -1.81377 -0.1 0.4 0.2 0.697
C 3.26113 -4.66474 -2.88554 -0.4 1.6 0.4 0.728
O 3.66822 -5.60414 -3.84781 0.4 -0.7 0.0 -0.387
C 4.80349 -6.20158 -3.42855 1.3 -2.8 0.3 0.480
O 5.30710 -7.20200 -3.92453 -1.1 2.8 0.7 -0.580
O 5.27854 -5.63907 -2.25280 -0.4 -0.7 -1.7 -0.425
H 5.57797 -2.99911 -2.51382 -0.6 -0.2 -0.6 0.332
H 5.73785 -3.24925 -0.87371 -0.5 -0.2 0.5 0.326
H 4.16994 -2.60149 -1.46957 0.2 0.2 0.1 -0.061
H 3.88026 -5.05287 -0.90497 0.4 0.2 0.3 0.184
H 3.18262 -3.67445 -3.33689 0.2 0.0 -0.3 -0.021
H 2.28941 -4.83334 -2.42210 0.0 -0.7 -0.5 -0.327
C -1.44950 -4.79759 -3.40994 -0.4 0.2 0.4 -1.621
C -0.84410 -4.67832 -2.01171 -1.3 0.6 -0.6 2.180
C -1.82841 -5.16259 -0.94697 -0.4 0.5 -0.8 -0.308
O -1.03914 -6.09080 -0.20876 -1.6 0.3 1.4 -0.349
C 0.10212 -6.34237 -0.82276 1.1 -1.6 0.2 0.603
O 0.90840 -7.17979 -0.51894 -0.7 0.8 0.2 -0.590
O 0.21304 -5.58102 -1.89355 1.3 0.5 -1.1 -0.429
H -2.32016 -4.14312 -3.47980 -0.1 0.1 0.1 0.375
H -1.83415 -5.81556 -3.47576 0.2 -0.1 -0.4 0.427
H -0.80783 -4.54941 -4.25388 0.3 -0.2 0.3 0.267
H -0.54783 -3.66713 -1.72921 0.6 0.0 -0.4 -1.130
H -2.71357 -5.60536 -1.40671 0.2 -0.8 0.0 0.274
H -2.27552 -4.31916 -0.42010 0.7 -0.2 1.0 0.288
C 2.61131 3.75451 1.05559 -0.6 0.5 0.3 -0.332
C 4.11453 3.62835 1.10779 -1.2 -1.3 -1.6 0.802
C 4.86214 4.45887 0.07615 0.1 -1.1 -1.1 -0.259
O 5.91300 5.04808 0.80026 0.3 0.5 -0.5 -0.349
C 5.60510 4.98946 2.08068 0.9 2.0 3.1 0.552
O 6.13796 5.65340 2.95475 -0.9 -1.6 -1.7 -0.591
O 4.56612 4.15896 2.29038 0.8 0.6 2.0 -0.413
H 2.18497 3.88405 0.06085 0.3 -0.1 -0.2 -0.117
H 2.39373 4.65484 1.63276 -0.3 0.1 0.0 0.428
H 2.09803 2.91790 1.52876 0.1 0.0 0.0 -0.309
H 4.31266 2.55531 1.07793 0.7 0.0 -0.1 0.054
H 4.19357 5.19012 -0.37967 0.2 0.3 0.0 0.256
H 5.35100 3.85025 -0.68423 -0.4 0.0 -0.2 0.189
C -5.50502 4.64546 -0.94527 -0.9 -0.7 0.2 -1.517
C -5.19534 3.27925 -0.27831 0.4 1.0 -2.1 0.577
C -4.07521 2.50119 -1.01392 -1.1 1.0 0.2 -0.732
O -3.23529 2.07214 0.03475 0.1 -1.4 1.1 0.417
C -3.69601 2.54032 1.23042 2.6 0.8 0.6 0.047
O -3.15111 2.36575 2.30535 -0.9 -0.2 -1.6 -0.535
O -4.59627 3.46656 0.99549 -1.8 0.4 0.9 -0.344
H -6.09129 4.57954 -1.86418 0.2 -0.9 -0.3 0.424
H -4.62109 5.21671 -1.22189 -0.1 0.1 0.7 0.292
H -6.26344 5.14871 -0.34497 0.7 0.5 0.5 0.409
H -6.10327 2.67665 -0.24609 0.0 0.0 0.6 0.440
H -3.51834 3.22345 -1.60998 0.1 -0.5 -0.5 0.221
H -4.53450 1.66625 -1.54050 0.7 0.0 -0.3 0.296
C -5.28563 -0.88832 -4.82490 0.7 -0.9 0.3 -1.628
C -3.75616 -0.82623 -4.72211 -1.7 -0.8 0.4 1.090
C -3.00559 -0.35491 -5.88710 -0.3 0.4 -2.9 -0.451
O -2.10006 0.61398 -5.41806 1.2 0.6 0.0 -0.378
C -2.44108 0.94541 -4.18308 -0.4 0.2 1.2 0.549
O -2.00353 1.78036 -3.45098 0.5 0.2 -0.7 -0.498
O -3.46501 0.17353 -3.79052 -0.1 -0.2 1.7 -0.177
H -5.53886 -1.60609 -5.60560 -0.3 0.3 -0.2 0.415
H -5.76094 0.08718 -4.91744 0.2 0.0 -0.4 0.364
H -5.64489 -1.33178 -3.89568 -0.1 0.1 0.1 0.389
H -3.38278 -1.82190 -4.47438 0.1 0.1 0.8 -0.310
H -3.68367 0.15885 -6.57155 0.0 0.0 -0.3 0.294
H -2.47405 -1.12287 -6.44769 0.1 0.0 0.2 0.339
C -0.32238 5.63557 -0.92505 0.5 -1.0 0.8 -1.505
C -1.31330 4.98309 0.10656 1.8 0.1 -2.1 1.831
C -0.99600 5.16007 1.59226 -0.6 -0.1 -0.1 0.539
O -2.01069 6.07720 2.01708 -0.3 0.7 -0.7 -0.400
C -2.90525 6.24807 0.99155 -3.3 0.6 2.5 0.603
O -4.02796 6.70253 1.13370 2.3 -0.1 -0.2 -0.589
O -2.49272 5.69247 -0.10886 -0.8 0.3 -0.8 -0.361
H -0.74203 5.62470 -1.93020 -0.2 0.0 0.2 0.400
H 0.62226 5.09257 -0.98258 0.0 -0.3 0.1 0.110
H -0.02679 6.65070 -0.65874 -0.4 0.1 0.2 0.477
H -1.59456 3.97438 -0.19715 0.7 -0.3 0.2 -0.789
H 0.00217 5.57077 1.73961 -0.1 0.0 0.2 0.157
H -1.19949 4.27098 2.18832 0.6 -0.2 -0.3 -0.488
C -0.19241 1.93900 6.80359 -0.3 1.2 0.2 -1.601
C -0.58288 1.93026 5.34263 0.2 0.6 2.3 0.545
C -0.04019 3.15384 4.57271 -2.2 0.0 1.4 -0.579
O 0.44432 2.55807 3.43500 0.5 1.8 -2.1 0.108
C 0.49058 1.27586 3.54721 2.4 -4.0 -3.1 0.463
O 0.97127 0.55241 2.65259 -1.4 1.6 2.3 -0.286
O 0.06346 0.86153 4.72378 0.0 -1.3 -0.7 -0.335
H 0.89675 1.93252 6.83815 0.0 -0.3 0.4 0.353
H -0.68736 1.24355 7.48010 0.3 -0.6 -0.5 0.349
H -0.51447 2.90215 7.20526 0.1 0.2 0.0 0.440
H -1.66405 1.83032 5.23913 0.0 0.0 -0.3 0.178
H 0.73203 3.77121 5.03012 -0.2 -0.1 0.3 0.307
H -0.97838 3.66749 4.35959 0.5 0.9 -0.3 0.340
C 1.09478 -2.60973 3.99700 -1.2 -1.5 -0.3 0.306
O 1.00283 -2.95917 5.16902 0.4 0.9 -0.2 -0.691
N 0.74394 -3.45828 2.98423 -0.2 0.0 -0.4 0.311
C 0.70614 -3.05808 1.57236 0.5 -0.1 0.9 0.395
C 0.19002 -4.79968 3.23343 -0.2 0.5 0.3 -0.962
H 1.35185 -1.61600 3.60092 0.3 0.0 0.4 0.236
H 1.13469 -2.06881 1.41339 0.1 0.0 0.3 -0.807
H -0.32336 -3.01571 1.21636 0.0 -0.4 -0.1 -0.092
H 1.34293 -3.78521 1.06756 -0.3 0.1 -0.6 0.211
H 0.57939 -5.54880 2.54375 0.4 0.2 0.0 0.294
H 0.35924 -5.09613 4.26729 0.2 0.1 -0.1 0.332
H -0.88836 -4.78691 3.06778 -0.1 0.1 0.0 0.246
C 1.40730 -0.38300 -1.03652 -1.3 -0.1 0.7 0.220
O 1.56673 -1.57327 -1.25068 1.2 -0.7 -0.7 -0.060
N 0.22039 0.06006 -0.63512 -1.3 1.4 0.6 0.950
C -0.02910 1.45822 -0.38666 -0.3 1.4 0.2 0.529
C -0.94702 -0.75597 -0.27884 0.3 -0.3 -1.3 1.614
H 2.14037 0.43639 -1.08582 0.2 -0.3 -0.3 -0.161
H -0.85055 1.86424 -0.97921 -0.1 -0.5 -0.4 -0.372
H 0.79758 2.13481 -0.60329 0.4 -0.5 0.0 -0.582
H -0.34325 1.65243 0.64031 0.2 -0.3 0.3 0.117
H -1.85173 -0.29602 -0.67761 0.1 0.5 0.3 -0.032
H -0.91748 -1.69341 -0.83419 0.4 -0.2 0.5 -0.899
H -1.01934 -0.89786 0.79758 0.1 -0.1 -0.2 -1.038
C -2.85447 -2.96275 3.62717 0.6 1.2 -1.5 -0.116
O -2.89717 -3.23914 2.42095 -0.3 0.0 1.3 -0.574
N -2.72486 -1.67335 4.06528 0.3 -1.8 0.9 0.313
C -2.78995 -0.58167 3.12773 0.4 -0.4 -0.7 -0.409
C -2.37040 -1.44086 5.45830 -0.2 1.4 0.4 -0.881
H -2.85982 -3.69809 4.44487 0.0 -0.1 -0.2 0.370
H -3.64918 -0.74346 2.47587 -0.4 0.4 0.3 0.453
H -1.97391 -0.61988 2.40476 0.4 0.0 0.3 -0.458
H -2.75671 0.39039 3.61513 -0.4 -0.2 0.0 0.253
H -3.06079 -0.67544 5.81807 -0.2 -0.1 0.4 0.421
H -2.37119 -2.28754 6.14361 -0.5 -0.4 -0.6 0.362
H -1.38160 -1.01590 5.63858 0.3 -0.1 -0.7 0.159

132
Properties=species:S:1:pos:R:3:forces:R:3:mulliken_charge:R:1 method="wB97M-V/def2-TZVPD" max_force_ha_per_bohr=0.0688 total_charge=+1 homo_energy_ha=-0.38773 e_tot_ha=-6042.5747
C -7.07346 4.50120 -1.47438 -0.2 -0.2 -0.8 -0.964
C -7.04560 3.48773 -2.71486 -0.1 1.0 0.8 -0.401
C -8.05438 2.30906 -2.53265 0.1 -0.8 -0.4 -0.878
C -7.74695 1.40669 -1.25856 0.0 1.1 -0.6 -0.518
C -6.27934 0.87711 -1.40122 -0.4 -0.7 0.2 -0.489
C -5.91360 -0.30000 -0.42479 0.5 0.3 0.7 -0.801
C -4.42212 -0.17301 0.11106 -1.3 0.0 0.7 -0.272
C -4.23307 -1.07057 1.41344 -0.2 1.1 -2.8 -1.081
N -2.95584 -0.62401 2.08995 -2.5 -1.7 1.7 0.550
N -2.09399 -0.03051 1.31399 1.8 0.3 1.3 -0.230
C -0.96556 0.41366 1.88621 1.0 0.3 0.5 -0.732
C 0.04146 1.10642 0.92028 -0.4 -1.5 0.4 0.197
C 1.33889 0.20923 0.75484 0.9 0.5 0.7 -0.694
C 2.58221 1.06712 0.28537 0.1 0.1 -0.4 -0.155
C 2.19459 2.28362 -0.61623 0.5 -0.4 -0.4 -0.741
O 1.96426 3.49371 0.15610 -1.0 -0.6 -0.2 -0.399
C -0.63955 0.27698 3.34126 -3.1 -0.4 -0.5 0.686
P 0.89895 0.91586 4.19468 1.2 -0.1 0.1 -0.244
O 1.80423 1.90330 3.21066 -1.8 -0.4 0.8 -0.082
I -0.00759 2.48226 5.89679 0.0 0.0 -0.7 -0.009
C -1.65382 -0.44388 4.13158 0.5 0.6 -2.4 -0.477
Br -1.45066 -0.81212 6.00518 0.0 0.2 -1.4 -0.074
C -2.87361 -0.90321 3.41405 2.5 1.7 1.9 0.625
S -4.11287 -1.78647 4.38241 -0.2 -0.4 -0.8 -0.169
H -7.97784 4.33722 -0.83988 0.7 0.1 -0.4 0.272
H -7.13435 5.54594 -1.87615 0.2 -0.9 0.6 0.322
H -6.14839 4.36952 -0.86528 -0.8 0.3 -0.3 0.213
H -5.98116 3.16295 -2.80777 -1.0 -0.1 -0.2 0.247
H -7.26443 4.09129 -3.63393 0.0 -0.8 0.7 0.420
H -9.11961 2.66671 -2.51876 1.0 -0.1 0.1 0.316
H -7.97968 1.64662 -3.43885 -0.1 0.5 0.7 0.352
H -8.50038 0.58711 -1.14644 0.7 0.5 -0.3 0.378
H -7.89297 2.08580 -0.37482 0.4 -0.8 -0.5 0.262
H -6.17813 0.48550 -2.44881 0.1 0.5 0.8 0.306
H -5.56566 1.72450 -1.25274 -0.5 -0.7 -0.2 0.214
H -6.56095 -0.23834 0.49398 0.3 -0.1 -0.9 0.374
H -6.07473 -1.29466 -0.90863 0.0 0.8 0.4 0.355
H -3.68399 -0.40605 -0.68555 -0.4 0.3 0.7 0.049
H -4.34796 0.88655 0.48063 0.3 -0.8 -0.7 0.402
H -4.13095 -2.12336 1.06509 -0.1 0.6 0.8 0.036
H -5.13119 -0.87566 2.03333 1.0 -0.4 0.0 0.737
H -0.42163 1.16116 -0.09357 0.1 0.3 0.9 0.613
H 0.27483 2.10602 1.34583 -0.1 -0.7 -0.7 -0.150
H 1.17264 -0.64595 0.05914 -0.2 0.8 0.4 0.429
H 1.65155 -0.24839 1.73636 -0.5 0.3 -0.8 0.280
H 3.27892 0.42501 -0.31471 -0.7 0.5 0.5 0.290
H 3.19478 1.42266 1.15632 -0.7 -0.2 -0.7 0.139
H 3.03240 2.49897 -1.32314 -0.6 -0.3 0.5 0.302
H 1.31115 1.99868 -1.23464 0.6 0.4 0.4 0.453
H 1.17882 3.93873 -0.22331 0.8 -0.2 0.0 0.261
H 1.33082 2.71710 2.95152 0.5 -0.1 -0.1 0.233
H -4.71956 -0.86260 5.19564 0.8 0.1 -0.7 0.258
C 3.12201 5.39935 2.22789 -0.2 0.3 0.1 -0.514
C 3.96355 6.63933 2.38619 -0.1 0.3 0.2 0.594
O 3.48434 7.68162 2.77944 0.0 -0.2 -0.1 -0.591
C 5.42410 6.52823 2.03489 0.0 0.3 0.1 -0.847
H 2.09308 5.62294 2.51540 0.1 0.0 0.0 0.341
H 3.13104 5.07313 1.18877 0.1 -0.2 0.1 0.170
H 3.50296 4.60562 2.87501 0.1 -0.1 -0.2 0.175
H 5.53390 6.25064 0.98458 0.1 -0.2 0.1 0.302
H 5.90637 5.78380 2.67245 0.0 -0.1 -0.2 0.119
H 5.90852 7.49146 2.19469 -0.1 0.0 0.0 0.300
C -0.69765 -5.58415 -0.17748 0.0 0.1 -0.2 -0.876
C -1.02644 -4.26409 -0.81566 0.4 -0.3 -0.3 0.416
O -0.67109 -3.99581 -1.94299 -0.2 0.1 0.2 -0.552
C -1.82214 -3.27796 0.00589 -0.1 0.3 -0.2 -0.461
H -0.12478 -6.19006 -0.87977 0.0 0.1 0.0 0.156
H -0.09590 -5.42405 0.72039 -0.1 0.0 0.1 0.413
H -1.62069 -6.11785 0.07712 0.5 0.3 0.1 0.302
H -1.26821 -3.01669 0.91108 -0.1 -0.1 0.1 0.260
H -2.79138 -3.70872 0.26627 0.1 -0.1 0.2 0.362
H -1.98622 -2.37054 -0.57836 0.1 0.0 0.0 0.094
C 1.53005 -0.55950 -4.68638 0.2 0.3 0.2 -1.209
C 0.35915 -0.40213 -3.75243 0.0 0.1 0.2 0.795
O 0.37152 0.42052 -2.85937 0.0 -0.1 0.0 -0.498
C -0.82596 -1.30506 -3.97046 -0.1 0.1 0.2 -0.692
H 2.30882 0.15252 -4.41272 -0.1 0.0 0.0 0.285
H 1.93513 -1.56992 -4.60754 -0.1 0.0 -0.2 0.338
H 1.21671 -0.35978 -5.71272 0.0 -0.2 0.0 0.364
H -0.52560 -2.34806 -3.85952 0.0 0.0 -0.1 0.269
H -1.24272 -1.13738 -4.96567 0.1 -0.1 0.0 0.380
H -1.59198 -1.08163 -3.22762 0.1 0.0 0.0 -0.049
C 6.95755 2.36718 -1.68919 -0.3 0.1 0.0 -1.039
C 6.47006 0.95419 -1.49895 -0.3 0.0 0.0 0.833
O 5.29214 0.67685 -1.58327 0.2 0.0 0.0 -0.516
C 7.50452 -0.09976 -1.19980 -0.3 -0.2 0.0 -1.162
H 6.10783 3.01751 -1.89749 0.0 -0.1 0.0 0.206
H 7.45164 2.71596 -0.78041 0.2 0.0 -0.1 0.327
H 7.64872 2.41205 -2.53279 0.1 0.0 0.1 0.366
H 8.02255 0.14078 -0.26966 0.2 0.1 -0.1 0.335
H 8.21964 -0.16333 -2.02186 0.1 0.1 0.1 0.349
H 7.01348 -1.06630 -1.08740 0.0 0.1 0.0 0.289
C -4.57487 -9.01457 -0.41735 0.1 0.3 -0.2 -1.152
C -3.40137 -8.63797 0.44720 0.1 0.1 0.0 0.752
O -2.76494 -7.62241 0.24092 -0.5 -0.5 0.1 -0.584
C -3.04618 -9.56715 1.57650 0.3 0.3 0.1 -1.104
H -4.71393 -8.25654 -1.18822 0.0 0.0 0.1 0.294
H -4.38783 -9.97529 -0.90046 -0.1 -0.1 0.1 0.314
H -5.48108 -9.06878 0.18849 0.0 -0.2 0.0 0.388
H -2.79109 -10.55237 1.18163 -0.2 -0.1 0.1 0.311
H -3.88448 -9.64589 2.27110 0.0 -0.2 -0.1 0.378
H -2.18354 -9.17147 2.11244 0.0 0.0 -0.1 0.292
C -0.77610 -9.41420 -1.83616 -0.1 -0.2 0.1 -0.433
C 0.54972 -10.04654 -1.49843 0.0 -0.3 0.2 0.768
O 0.61141 -11.09311 -0.89225 0.0 0.2 -0.1 -0.565
C 1.79443 -9.32297 -1.94559 0.2 -0.2 0.1 -1.066
H -1.58201 -10.04169 -1.45432 0.1 0.0 0.0 0.132
H -0.84719 -8.43020 -1.37026 0.0 0.1 -0.2 -0.148
H -0.88282 -9.32767 -2.91916 0.0 0.2 0.0 0.424
H 1.83557 -8.33349 -1.48579 0.0 0.1 -0.2 0.257
H 1.80175 -9.23175 -3.03331 0.0 0.2 0.0 0.318
H 2.67212 -9.88976 -1.63587 -0.1 0.0 0.0 0.323
C 6.38005 3.65501 6.02060 -0.2 0.0 -0.3 -0.892
C 7.57817 4.21704 5.29789 0.0 0.1 -0.3 0.828
O 7.54770 4.44192 4.10721 -0.1 0.0 0.2 -0.547
C 8.81424 4.48780 6.11572 0.1 0.1 -0.3 -1.145
H 5.56520 3.51026 5.31081 0.1 0.0 0.0 0.119
H 6.63259 2.69100 6.46604 0.0 0.1 0.2 0.328
H 6.05175 4.35139 6.79438 0.1 -0.1 0.1 0.322
H 9.17372 3.56039 6.56539 -0.1 0.1 0.2 0.345
H 8.59270 5.22071 6.89362 0.0 -0.2 0.1 0.338
H 9.59431 4.88867 5.46902 -0.1 0.0 0.0 0.292
C -0.59109 6.50139 -3.32848 -0.2 -0.3 0.2 -1.133
C 0.73020 5.85787 -2.99655 0.0 -0.2 0.1 0.800
O 0.78636 4.79516 -2.41324 -0.1 0.1 0.1 -0.514
C 1.97926 6.58628 -3.41784 0.2 -0.3 0.1 -1.083
H -1.40199 5.86887 -2.96733 0.1 0.0 0.0 0.257
H -0.66290 7.47582 -2.84198 0.0 0.1 -0.2 0.353
H -0.68898 6.61385 -4.40964 0.0 0.2 0.0 0.354
H 2.02017 7.56436 -2.93510 -0.1 0.1 -0.2 0.342
H 1.99432 6.70248 -4.50300 0.0 0.2 0.0 0.356
H 2.85313 6.00945 -3.11518 -0.1 0.0 0.0 0.240